No. 1
{"formula": "C30H27N10PS2Sr", "method": "wB97M-V/def2-TZVPD", "species": ["Sr", "S", "N", "C", "C", "C", "C", "C", "N", "C", "C", "N", "C", "C", "C", "C", "C", "N", "H", "H", "H", "H", "H", "H", "N", "C", "C", "C", "C", "C", "C", "S", "N", "C", "C", "C", "C", "C", "C", "N", "H", "H", "H", "H", "H", "H", "H", "H", "H", "C", "N", "C", "N", "C", "N", "C", "P", "C", "C", "H", "H", "H", "H", "H", "H", "H", "H", "H", "H", "H", "H"], "coordinates": [[0.049120, 0.076395, 0.162891], [-0.925207, 8.110038, -0.773288], [0.324570, 7.188524, -1.152502], [-0.003145, 5.942890, -0.849084], [0.782839, 4.748977, -1.059158], [2.028726, 4.785610, -1.678488], [2.684730, 3.578306, -1.880960], [2.072639, 2.410976, -1.451106], [0.879637, 2.344173, -0.871983], [0.223738, 3.506849, -0.660428], [-1.072783, 3.439544, 0.041361], [-1.466970, 2.238598, 0.525573], [-2.581594, 2.198445, 1.220180], [-3.402105, 3.270711, 1.488453], [-3.032065, 4.510277, 0.971689], [-1.846588, 4.596145, 0.228519], [-1.317071, 5.825682, -0.290370], [-1.940242, 7.006379, -0.185426], [2.438016, 5.729778, -2.018399], [3.662315, 3.560968, -2.323356], [2.595236, 1.473770, -1.596417], [-2.878670, 1.227684, 1.582181], [-4.315503, 3.140160, 2.063178], [-3.632909, 5.403328, 1.140985], [4.502948, -1.778703, 0.222390], [5.504055, -0.821856, 0.532421], [6.833545, -1.096284, 0.243397], [7.829723, -0.183513, 0.549858], [7.471462, 1.042739, 1.081207], [6.133081, 1.359041, 1.304847], [5.160018, 0.405557, 1.070963], [3.517175, 0.603853, 1.713397], [2.626684, -0.377520, 0.582743], [3.205304, -1.425223, 0.102093], [2.336005, -2.411195, -0.656085], [2.723165, -3.718022, -0.777868], [1.958760, -4.583472, -1.524807], [0.837505, -4.106188, -2.161237], [0.451358, -2.792698, -1.907280], [1.182792, -1.932545, -1.183171], [4.811551, -2.519619, -0.396829], [7.103006, -2.088893, -0.163050], [8.875031, -0.458312, 0.476682], [8.215678, 1.785377, 1.306936], [5.833043, 2.316068, 1.711691], [3.565770, -4.102230, -0.198561], [2.243563, -5.641272, -1.587477], [0.246337, -4.767358, -2.746476], [-0.441024, -2.369045, -2.347322], [-4.363176, -3.992432, 1.444320], [-4.509813, -2.652439, 2.015710], [-5.565190, -1.931275, 1.288547], [-5.331129, -1.852862, -0.193940], [-5.092205, -3.204227, -0.706530], [-4.018959, -3.981814, -0.005176], [-2.702988, -3.392076, -0.243633], [-2.600658, -1.626840, 0.293402], [-3.249825, -1.933716, 2.032646], [-4.171095, -0.976263, -0.464641], [-5.289166, -4.533510, 1.549818], [-3.557451, -4.513216, 1.974748], [-5.648449, -0.924889, 1.726135], [-6.515520, -2.442890, 1.416832], [-4.800803, -3.114069, -1.751496], [-6.020479, -3.774978, -0.645990], [-2.472526, -3.479426, -1.325260], [-1.929004, -3.952991, 0.275154], [-3.350485, -1.000485, 2.555265], [-2.502463, -2.558036, 2.543956], [-4.022548, -0.865852, -1.546091], [-4.339314, 0.051410, -0.116294]], "forces_ev_per_a": [[0.43, 0.35, -0.15], [-0.31, 0.20, 0.16], [0.20, -0.32, -0.16], [-1.07, -0.32, 0.37], [-0.37, -0.34, 0.08], [0.17, -0.76, -0.19], [-0.36, 0.83, 0.34], [0.29, -0.29, -0.19], [-0.04, 0.35, 0.13], [0.32, 0.33, -0.13], [-0.01, 0.00, 0.00], [0.73, 0.32, -0.39], [-0.50, -0.65, 0.23], [-0.21, 1.25, -0.28], [-0.22, -0.40, 0.16], [0.14, -0.61, 0.15], [0.27, 1.39, 0.05], [0.46, -0.44, -0.22], [0.00, -0.04, 0.11], [0.20, -0.15, -0.19], [-0.04, -0.13, 0.04], [-0.02, -0.32, 0.17], [0.24, 0.05, -0.09], [0.17, -0.20, -0.07], [0.08, 0.14, -0.04], [0.60, 0.07, -0.31], [0.01, -1.02, -0.23], [-0.12, 0.03, 0.46], [-0.25, 0.40, -0.18], [0.05, -0.12, 0.00], [-0.31, -0.13, 0.43], [-0.05, -0.11, -0.61], [0.14, 0.10, 0.48], [-0.88, -0.46, -0.33], [-0.12, 1.24, -0.01], [0.61, -0.49, 0.71], [0.13, -0.93, -0.19], [-0.12, 0.43, 0.57], [0.49, 0.26, -0.22], [0.30, -0.67, 0.16], [-0.02, 0.13, 0.24], [-0.18, 0.64, 0.20], [-0.11, 0.06, -0.29], [0.22, 0.06, 0.09], [0.15, 0.03, 0.04], [-0.17, 0.15, -0.34], [-0.15, 0.51, -0.10], [-0.50, -0.23, -0.48], [-0.16, -0.14, -0.03], [0.96, 0.26, -0.58], [-0.49, -0.09, -0.33], [0.32, 0.11, -0.51], [0.76, 0.46, 1.12], [0.55, -0.28, 0.08], [-0.75, 0.74, 0.41], [-0.30, -0.18, -0.83], [-0.09, 0.19, 0.35], [0.24, -0.72, -0.61], [-0.17, -0.17, -0.26], [-0.32, -0.16, 0.14], [-0.23, -0.02, 0.00], [-0.03, -0.21, -0.36], [0.00, -0.12, 0.17], [-0.09, -0.08, -0.14], [0.09, 0.03, 0.08], [-0.12, 0.12, 0.46], [0.05, -0.17, 0.18], [-0.10, 0.47, 0.37], [-0.13, 0.26, 0.04], [-0.06, -0.22, 0.07], [-0.19, -0.28, 0.18]], "e_above_lowest_ev": 0.0000, "charge": 2}

No. 2
{"formula": "C30H27N3O5S", "method": "wB97M-V/def2-TZVPD", "species": ["C", "O", "C", "C", "C", "C", "C", "S", "C", "N", "C", "C", "C", "C", "C", "C", "N", "C", "C", "C", "C", "N", "C", "C", "C", "C", "C", "C", "C", "O", "C", "C", "C", "O", "C", "C", "C", "O", "O", "H", "H", "H", "H", "H", "H", "H", "H", "H", "H", "H", "H", "H", "H", "H", "H", "H", "H", "H", "H", "H", "H", "H", "H", "H", "H", "H"], "coordinates": [[-2.402842, -2.432804, -0.054876], [-3.528812, -1.642910, -0.365690], [-3.332960, -0.323301, -0.650960], [-2.109164, 0.313224, -0.682372], [-2.021382, 1.686317, -0.941181], [-0.761413, 2.384658, -0.950415], [0.492922, 1.896578, -1.012977], [1.026444, 0.242849, -1.186004], [2.752282, 0.732435, -1.083825], [3.775376, 0.012968, -1.204564], [3.845312, -1.358786, -1.298048], [2.980194, -2.224644, -0.626669], [3.170121, -3.590595, -0.709088], [4.209316, -4.113143, -1.460977], [5.074108, -3.257000, -2.125229], [4.903314, -1.890560, -2.038567], [2.828708, 2.084694, -0.915282], [4.085994, 2.720179, -0.577130], [4.254498, 2.790976, 0.952568], [4.022533, 1.445319, 1.556785], [4.925800, 0.433088, 1.700146], [4.303539, -0.694806, 2.159404], [2.971600, -0.441247, 2.301043], [1.927178, -1.271843, 2.689201], [0.658362, -0.734320, 2.714464], [0.429502, 0.605291, 2.385651], [1.461233, 1.436318, 2.012415], [2.752942, 0.911816, 1.942888], [1.654947, 2.796534, -0.892840], [1.598923, 4.000779, -0.775817], [-3.197565, 2.407332, -1.157074], [-4.425304, 1.774277, -1.152190], [-4.507136, 0.413368, -0.907337], [-5.676567, -0.300809, -0.932645], [-6.782940, 0.168252, -0.173725], [-8.051629, 0.143136, -1.020811], [-6.963028, -0.758169, 1.054539], [-7.828744, -0.570856, 1.861674], [-6.094424, -1.751970, 1.130663], [-1.705870, -2.483091, -0.896007], [-1.880712, -2.051203, 0.827287], [-2.794114, -3.426473, 0.155168], [-1.210623, -0.237649, -0.465798], [-0.816206, 3.466490, -0.894570], [2.182577, -1.824115, -0.019495], [2.498505, -4.252717, -0.181586], [4.348282, -5.181978, -1.524991], [5.889146, -3.659271, -2.708933], [5.570242, -1.213105, -2.549263], [4.882094, 2.122766, -1.022609], [4.071775, 3.725651, -1.003510], [3.535353, 3.506973, 1.353859], [5.261788, 3.145936, 1.172532], [5.980699, 0.435227, 1.504506], [4.748402, -1.583513, 2.311441], [2.106591, -2.303902, 2.953086], [-0.177144, -1.355300, 3.003781], [-0.578857, 0.991488, 2.426458], [1.271955, 2.472956, 1.773488], [-3.145001, 3.468012, -1.348138], [-5.326065, 2.336995, -1.346054], [-6.601553, 1.181437, 0.205352], [-7.987012, 0.872731, -1.824020], [-8.179585, -0.845195, -1.455223], [-8.905589, 0.369871, -0.389361], [-5.460314, -1.721655, 0.377437]], "forces_ev_per_a": [[0.24, -0.19, 0.11], [-0.27, 0.37, -0.17], [-0.39, 0.06, -0.03], [-0.03, -0.05, -0.01], [-0.64, -0.22, -0.05], [1.04, 0.16, -0.05], [-0.81, -0.09, -0.04], [0.25, -0.19, -0.12], [-0.60, -0.91, -0.37], [0.23, 0.86, 0.03], [-0.07, -0.60, -0.05], [0.03, 0.14, -0.07], [-0.02, -0.14, -0.03], [0.01, -0.14, 0.02], [0.02, -0.08, -0.04], [-0.16, 0.01, 0.02], [0.16, 0.59, 0.03], [0.29, 0.42, 0.13], [-0.01, -0.20, -0.26], [0.35, 0.04, 0.23], [-0.04, 0.47, 0.05], [0.16, -0.36, 0.04], [-0.41, 0.33, -0.02], [-0.01, -0.12, 0.03], [0.00, -0.17, 0.02], [-0.14, 0.21, 0.00], [-0.01, -0.04, 0.09], [0.14, -0.39, 0.20], [-0.04, 0.39, -0.10], [0.07, 0.05, 0.11], [0.36, -0.10, 0.04], [-0.20, -0.34, 0.02], [0.29, -0.10, 0.08], [0.19, 0.22, -0.30], [-0.51, -0.03, 0.34], [0.34, 0.02, 0.14], [0.05, 0.58, -0.45], [-0.04, -0.04, 0.04], [0.40, -0.49, 0.02], [-0.03, 0.02, 0.01], [0.00, 0.00, -0.02], [0.09, 0.05, -0.01], [0.01, -0.15, 0.10], [0.07, 0.05, 0.03], [-0.04, 0.01, 0.09], [-0.05, -0.07, 0.05], [0.01, -0.09, 0.00], [0.06, -0.03, -0.05], [0.07, 0.09, 0.00], [-0.10, 0.11, 0.01], [0.04, -0.14, -0.03], [0.08, 0.08, 0.02], [-0.02, 0.11, 0.02], [0.19, -0.02, -0.07], [-0.05, 0.08, -0.04], [-0.01, -0.12, 0.04], [-0.05, -0.06, 0.05], [-0.09, 0.05, 0.02], [-0.03, 0.11, -0.02], [0.02, 0.12, 0.00], [-0.10, 0.03, -0.03], [0.05, -0.20, -0.03], [0.01, 0.05, -0.06], [-0.05, -0.09, -0.04], [-0.06, 0.01, 0.03], [-0.29, 0.08, 0.29]], "e_above_lowest_ev": 0.5845, "smiles": "COc1cc(/C=C2\\S/C(=N\\c3ccccc3)N(CCc3c[nH]c4ccccc34)C2=O)ccc1O[C@@H](C)C(=O)O"}

No. 3
{"formula": "C30H27N3O9", "method": "wB97M-V/def2-TZVPD", "species": ["C", "C", "C", "C", "C", "C", "O", "C", "O", "C", "C", "C", "C", "C", "O", "H", "H", "H", "H", "H", "H", "H", "H", "H", "H", "H", "H", "O", "N", "O", "C", "C", "C", "C", "C", "C", "H", "H", "H", "H", "H", "O", "N", "O", "C", "C", "C", "C", "C", "C", "H", "H", "H", "H", "H", "O", "N", "O", "C", "C", "C", "C", "C", "C", "H", "H", "H", "H", "H"], "coordinates": [[1.569571, 1.250356, -0.973800], [2.645786, 1.265365, -1.526086], [4.093521, 1.314892, -2.140267], [4.956019, 2.176348, -1.123929], [4.908743, 3.553278, -1.104682], [5.827053, 4.344860, -0.085398], [6.323930, 5.376021, -0.494935], [6.033437, 3.670868, 1.303604], [6.134613, 4.279022, 2.541751], [6.417576, 5.691809, 2.485764], [5.055221, 6.536322, 2.416965], [5.162923, 7.844428, 1.515045], [6.071281, 2.287604, 1.293881], [5.908446, 1.489374, -0.057091], [6.433610, 0.411761, -0.260478], [0.571375, 1.337456, -0.489860], [4.013656, 1.834336, -3.136658], [4.445632, 0.250570, -2.211880], [4.243480, 4.072183, -1.840940], [6.875088, 5.962146, 3.490353], [7.170367, 6.005130, 1.713957], [4.832583, 6.894841, 3.472898], [4.169235, 5.906544, 2.120863], [4.764004, 8.743096, 2.080792], [4.479611, 7.702538, 0.631841], [6.214831, 8.013362, 1.160088], [6.188646, 1.679365, 2.223897], [0.743990, -1.147756, 0.627375], [0.803914, -2.191826, 0.003629], [-0.147743, -2.726256, -0.544359], [2.108531, -2.852773, -0.091759], [3.206836, -2.291394, 0.548805], [4.436843, -2.931264, 0.476028], [4.562140, -4.118870, -0.235593], [3.460382, -4.668164, -0.881896], [2.226495, -4.035328, -0.811475], [3.119949, -1.366377, 1.105541], [5.298699, -2.505633, 0.976755], [5.523111, -4.619408, -0.286148], [3.563577, -5.592589, -1.438034], [1.374061, -4.473196, -1.316212], [-7.230549, -5.205622, 2.369589], [-6.692372, -4.587320, 1.466999], [-7.289218, -4.048321, 0.547793], [-5.228996, -4.487989, 1.483742], [-4.511291, -5.119083, 2.492846], [-3.125100, -5.041917, 2.490680], [-2.468457, -4.335150, 1.488842], [-3.194961, -3.698271, 0.489129], [-4.581330, -3.773849, 0.483657], [-5.012661, -5.671985, 3.277538], [-2.554615, -5.535599, 3.268970], [-1.385031, -4.281009, 1.486505], [-2.679049, -3.146254, -0.287478], [-5.136979, -3.276259, -0.301905], [-5.306051, -1.170957, -1.827957], [-5.861143, -0.148380, -2.194022], [-5.282705, 0.878280, -2.505597], [-7.326339, -0.155452, -2.257977], [-8.021762, -1.296133, -1.873798], [-9.409480, -1.291354, -1.912719], [-10.089845, -0.155852, -2.336767], [-9.385993, 0.977311, -2.728954], [-7.998267, 0.981346, -2.690107], [-7.502013, -2.186634, -1.541263], [-9.961921, -2.172880, -1.609091], [-11.174331, -0.153369, -2.360775], [-9.920726, 1.859342, -3.061545], [-7.459835, 1.870321, -2.994688]], "forces_ev_per_a": [[-0.48, 0.41, 0.10], [1.33, -0.03, -0.39], [-1.48, 0.43, 1.59], [0.28, 1.15, 0.13], [0.39, -2.22, 0.77], [-0.84, 0.08, -1.37], [-0.33, -0.80, 1.10], [-0.17, -2.48, 0.45], [0.51, 0.42, -2.17], [-0.63, 1.73, 1.34], [0.43, 0.71, 0.51], [-0.77, -0.42, 0.11], [-0.28, 0.64, -1.32], [-0.71, 0.76, 0.32], [-0.71, 1.07, 0.34], [1.51, -0.31, -0.73], [0.31, -0.72, 1.01], [-0.05, 1.22, -0.10], [1.03, -0.06, 0.87], [-0.41, -0.67, -1.21], [-0.95, -0.70, 0.42], [0.22, -0.67, -1.21], [1.09, 0.45, 0.13], [0.71, -1.01, -0.70], [0.93, 0.29, 0.65], [-1.07, -0.02, 0.34], [0.14, 0.72, -0.98], [-0.04, -0.37, -0.11], [-0.29, 0.23, 0.03], [0.28, 0.12, 0.14], [0.58, -0.29, -0.04], [0.05, 0.17, 0.11], [-0.09, -0.12, -0.09], [0.00, -0.01, -0.01], [0.05, 0.16, 0.12], [-0.12, -0.15, -0.11], [-0.19, -0.07, -0.11], [-0.09, 0.02, -0.06], [-0.08, 0.05, 0.00], [-0.05, 0.08, 0.03], [-0.03, 0.19, 0.12], [0.15, 0.21, -0.30], [-0.34, -0.03, 0.03], [0.15, -0.14, 0.27], [0.64, 0.04, -0.01], [-0.03, -0.14, 0.18], [-0.06, 0.11, -0.17], [-0.02, 0.00, 0.00], [0.01, -0.09, 0.10], [-0.08, 0.09, -0.18], [-0.12, 0.09, -0.17], [-0.09, 0.03, -0.04], [-0.09, 0.03, -0.03], [-0.06, -0.02, 0.08], [-0.07, -0.08, 0.15], [-0.11, 0.25, -0.09], [0.37, 0.04, 0.00], [-0.19, -0.33, 0.09], [-0.69, -0.03, -0.01], [0.09, -0.18, 0.07], [0.01, 0.18, -0.07], [0.00, 0.00, 0.00], [0.04, -0.19, 0.07], [0.03, 0.21, -0.06], [0.09, 0.17, -0.01], [0.11, 0.05, -0.01], [0.09, 0.00, -0.01], [0.09, -0.05, 0.02], [0.12, -0.18, 0.08]], "smiles": "C#CCC1=CC(=O)C(OCCC)=CC1=O.O=[N+]([O-])c1ccccc1.O=[N+]([O-])c1ccccc1.O=[N+]([O-])c1ccccc1"}

| no. | total energy (eV) | HOMO level (eV) |
| --- | --- | --- |
| 1 | -78234.571 | -12.88 |
| 2 | -57092.418 | -7.81 |
| 3 | -54432.549 | -9.45 |